289
Properties=species:S:1:pos:R:3 method="wB97M-V/def2-TZVPD" charge=0 homo_ev=-8.3103
C 8.588 1.457 -1.952
C 8.055 0.017 -1.754
C 6.547 -0.047 -1.324
O 6.131 -1.337 -1.100
C 4.707 -1.438 -0.806
N 8.356 -0.864 -2.906
H 9.678 1.467 -1.954
H 8.174 2.065 -1.148
H 8.365 2.005 -2.868
H 8.577 -0.485 -0.940
H 5.966 0.523 -2.049
H 6.409 0.581 -0.443
H 4.040 -1.131 -1.611
H 4.414 -0.911 0.102
H 4.550 -2.490 -0.572
H 8.059 -1.724 -2.468
H 9.353 -1.008 -2.980
C -2.174 6.673 -3.043
C -3.234 5.551 -2.814
C -2.672 4.299 -1.987
O -1.655 3.666 -2.727
C -1.127 2.503 -2.183
N -4.156 6.248 -1.934
H -2.579 7.279 -3.853
H -1.234 6.266 -3.416
H -1.829 7.302 -2.223
H -3.646 5.227 -3.770
H -3.475 3.669 -1.605
H -2.188 4.798 -1.147
H -1.896 1.761 -1.967
H -0.582 2.668 -1.254
H -0.568 1.984 -2.961
H -4.869 5.660 -1.525
H -3.672 6.348 -1.053
C 2.081 -4.836 2.918
C 3.049 -3.740 3.321
C 4.406 -3.797 2.606
O 5.080 -5.071 2.865
C 5.542 -5.268 4.211
N 2.330 -2.444 3.042
H 1.572 -4.583 1.988
H 1.240 -4.938 3.603
H 2.538 -5.825 2.878
H 3.277 -3.869 4.379
H 5.017 -2.934 2.871
H 4.300 -3.671 1.529
H 5.710 -4.301 4.685
H 6.476 -5.821 4.315
H 4.773 -5.767 4.800
H 1.478 -2.399 3.582
H 2.837 -1.741 3.561
C 3.733 -7.090 -2.066
C 3.376 -6.014 -0.981
C 1.929 -5.520 -1.036
O 1.639 -5.012 -2.310
C 0.510 -4.147 -2.325
N 3.801 -6.549 0.343
H 3.485 -8.118 -1.802
H 4.821 -7.109 -2.129
H 3.349 -6.888 -3.066
H 3.982 -5.136 -1.200
H 1.848 -4.699 -0.324
H 1.191 -6.263 -0.732
H 0.287 -4.017 -3.384
H 0.852 -3.236 -1.832
H -0.401 -4.504 -1.846
H 3.820 -5.944 1.152
H 4.692 -7.019 0.422
C 6.896 -1.837 -6.199
C 5.939 -0.792 -5.648
C 5.069 -1.346 -4.448
O 4.132 -2.338 -4.865
C 3.200 -2.784 -3.831
N 6.840 0.231 -5.179
H 7.357 -1.473 -7.117
H 6.487 -2.756 -6.621
H 7.640 -2.143 -5.464
H 5.211 -0.437 -6.378
H 4.499 -0.516 -4.030
H 5.729 -1.710 -3.660
H 2.553 -3.552 -4.256
H 2.547 -1.988 -3.472
H 3.713 -3.269 -3.001
H 7.647 0.348 -5.775
H 7.216 -0.126 -4.312
C -4.628 -7.225 3.642
C -4.930 -6.784 2.204
C -3.667 -6.825 1.383
O -2.757 -5.805 1.847
C -1.466 -5.877 1.178
N -5.941 -7.591 1.570
H -3.939 -6.535 4.129
H -4.224 -8.237 3.646
H -5.448 -7.205 4.360
H -5.178 -5.723 2.237
H -3.815 -6.520 0.347
H -3.245 -7.827 1.301
H -1.599 -5.777 0.100
H -0.935 -6.816 1.331
H -0.747 -5.153 1.559
H -6.172 -7.313 0.627
H -5.478 -8.445 1.293
C -0.491 -0.221 1.840
C -0.155 -0.858 0.498
C 1.238 -0.601 -0.121
O 1.231 0.783 -0.497
C 2.504 1.291 -0.883
N -0.497 -2.266 0.643
H -1.546 -0.308 2.101
H -0.247 0.841 1.804
H 0.037 -0.697 2.667
H -0.892 -0.499 -0.221
H 1.412 -1.220 -1.002
H 2.018 -0.883 0.586
H 2.381 2.359 -1.066
H 2.741 0.787 -1.819
H 3.318 1.177 -0.167
H 0.196 -2.752 1.194
H -1.304 -2.154 1.239
C -3.572 4.182 4.694
C -3.740 2.967 3.772
C -2.431 2.292 3.530
O -1.621 3.120 2.786
C -1.776 3.150 1.377
N -4.668 2.043 4.459
H -3.327 5.071 4.113
H -2.917 4.190 5.564
H -4.567 4.489 5.016
H -4.185 3.222 2.810
H -2.609 1.314 3.082
H -1.978 2.150 4.511
H -2.744 3.519 1.039
H -1.644 2.173 0.911
H -1.146 3.944 0.975
H -5.626 2.343 4.569
H -4.476 1.998 5.449
C 1.185 9.053 2.337
C 2.599 8.448 2.407
C 2.695 7.055 1.715
O 1.818 6.058 2.259
C 1.992 4.836 1.578
N 3.518 9.341 1.713
H 0.864 9.386 1.350
H 1.271 9.889 3.031
H 0.410 8.341 2.622
H 2.938 8.425 3.443
H 3.723 6.701 1.793
H 2.441 7.054 0.655
H 1.323 4.104 2.030
H 3.014 4.461 1.641
H 1.750 4.781 0.517
H 3.238 10.281 1.955
H 3.457 9.411 0.707
C -5.197 2.269 -3.702
C -5.312 0.802 -4.058
C -4.208 -0.125 -3.553
O -2.976 0.300 -4.175
C -1.994 -0.635 -3.872
N -6.655 0.394 -3.722
H -6.191 2.667 -3.905
H -4.476 2.818 -4.308
H -5.126 2.414 -2.624
H -5.318 0.719 -5.145
H -4.388 -1.147 -3.888
H -4.245 -0.211 -2.467
H -1.646 -0.635 -2.839
H -1.203 -0.589 -4.620
H -2.343 -1.649 -4.064
H -7.422 0.939 -4.090
H -6.792 0.406 -2.722
C -1.214 4.803 -6.081
C -0.937 3.300 -6.201
C 0.390 3.001 -5.475
O 0.610 1.550 -5.581
C 1.763 1.148 -4.884
N -2.044 2.680 -5.463
H -2.170 5.082 -6.522
H -0.350 5.339 -6.473
H -1.345 5.075 -5.033
H -0.928 2.978 -7.243
H 0.219 3.328 -4.449
H 1.254 3.543 -5.859
H 1.720 1.348 -3.814
H 2.598 1.756 -5.234
H 1.929 0.098 -5.124
H -2.069 3.124 -4.557
H -2.014 1.677 -5.348
C -4.256 -1.714 4.403
C -4.291 -2.975 3.504
C -4.700 -2.862 2.019
O -6.022 -2.370 1.823
C -7.033 -3.341 1.651
N -2.939 -3.502 3.618
H -5.228 -1.222 4.420
H -3.565 -1.005 3.949
H -4.007 -1.893 5.449
H -4.976 -3.681 3.972
H -4.610 -3.823 1.511
H -3.979 -2.153 1.611
H -7.188 -4.014 2.494
H -6.826 -3.801 0.685
H -7.880 -2.671 1.507
H -2.778 -4.279 2.992
H -2.945 -4.013 4.489
C -4.828 0.658 0.741
C -6.191 1.109 1.364
C -7.456 1.092 0.465
O -7.173 1.819 -0.711
C -8.260 2.201 -1.539
N -6.386 0.332 2.579
H -4.785 -0.403 0.496
H -4.011 0.906 1.419
H -4.702 1.223 -0.182
H -6.142 2.180 1.558
H -8.307 1.399 1.071
H -7.660 0.079 0.118
H -8.725 1.447 -2.173
H -7.851 2.952 -2.215
H -9.058 2.708 -0.996
H -6.244 -0.664 2.483
H -5.626 0.734 3.109
C 1.111 -2.614 6.525
C -0.195 -2.221 5.810
C -0.481 -0.702 5.764
O -0.757 -0.264 7.094
C -0.751 1.169 7.151
N -0.156 -2.893 4.528
H 2.008 -2.199 6.067
H 1.181 -3.697 6.625
H 1.014 -2.217 7.536
H -1.040 -2.719 6.285
H -1.379 -0.487 5.183
H 0.321 -0.262 5.172
H 0.277 1.525 7.218
H -1.309 1.629 7.966
H -1.209 1.601 6.261
H -0.070 -3.888 4.682
H -1.035 -2.816 4.036
C 3.287 1.185 2.673
C 4.242 0.602 3.704
C 5.137 1.630 4.535
O 6.053 0.781 5.271
C 6.746 1.529 6.303
N 3.492 -0.257 4.591
H 3.861 1.777 1.960
H 2.583 1.824 3.206
H 2.658 0.432 2.197
H 4.949 -0.015 3.150
H 4.451 2.117 5.228
H 5.639 2.333 3.870
H 7.613 0.990 6.685
H 6.090 1.707 7.155
H 7.170 2.500 6.048
H 2.733 0.314 4.933
H 4.104 -0.306 5.393
C -3.112 -2.853 -1.318
C -4.075 -3.641 -2.245
C -3.506 -4.959 -2.678
O -4.453 -5.843 -3.298
C -5.032 -5.483 -4.545
N -5.326 -3.871 -1.542
H -3.554 -1.977 -0.843
H -2.174 -2.497 -1.742
H -2.766 -3.418 -0.452
H -4.332 -3.106 -3.159
H -3.092 -5.441 -1.792
H -2.585 -4.794 -3.238
H -4.205 -5.452 -5.255
H -5.512 -4.504 -4.526
H -5.746 -6.274 -4.771
H -5.914 -4.492 -2.079
H -5.158 -4.219 -0.609
C 4.795 6.874 -4.425
C 3.822 6.542 -3.331
C 3.644 5.041 -2.990
O 2.738 4.857 -1.882
C 1.374 5.273 -2.083
N 4.207 7.214 -2.086
H 4.897 7.955 -4.514
H 4.437 6.401 -5.340
H 5.756 6.468 -4.111
H 2.871 6.973 -3.644
H 4.607 4.594 -2.743
H 3.307 4.541 -3.898
H 1.287 6.354 -1.972
H 0.639 4.772 -1.452
H 0.855 5.093 -3.024
H 3.771 6.775 -1.288
H 5.214 7.255 -2.021

---

133
Properties=species:S:1:pos:R:3 method="wB97M-V/def2-TZVPD" spin_multiplicity=2 charge=0 homo_ev="-7.1045 / -7.3940" s_squared=0.80
Fe -0.645 0.985 -0.746
C 1.902 -7.104 -1.547
C 0.579 -6.811 -1.255
C 0.117 -5.505 -1.332
C 0.974 -4.475 -1.713
C 2.310 -4.779 -1.982
C 2.768 -6.083 -1.910
P 0.493 -2.702 -1.640
C 0.894 -2.111 -3.440
C 0.080 -0.065 -4.789
C 0.161 -0.527 -6.061
C 0.264 -1.853 -6.525
C 0.454 -3.035 -5.785
C 0.718 -3.186 -4.461
C -1.318 -2.841 -1.786
C -1.862 -3.650 -2.790
C -3.218 -3.665 -3.039
C -4.050 -2.850 -2.292
C -3.525 -2.054 -1.290
C -2.160 -2.059 -0.976
Si -1.607 -0.763 0.357
C -3.235 -0.117 1.133
C -4.261 -0.944 1.597
C -5.335 -0.428 2.300
C -5.396 0.934 2.559
C -4.395 1.769 2.098
C -3.315 1.251 1.384
P -1.917 2.283 0.778
C -2.840 3.729 0.108
C -3.550 4.614 0.925
C -4.416 5.541 0.369
C -4.579 5.609 -1.008
C -3.815 4.795 -1.826
C -2.942 3.869 -1.273
C -1.345 2.975 2.379
C -1.264 2.151 3.500
C -0.815 2.656 4.711
C -0.444 3.989 4.816
C -0.493 4.808 3.698
C -0.927 4.301 2.485
C -0.754 -1.169 2.101
C -1.601 -1.552 3.153
C -1.138 -1.770 4.436
C 0.204 -1.614 4.727
C 1.078 -1.259 3.725
C 0.623 -1.012 2.425
P 1.846 -0.873 1.080
C 3.257 0.093 1.761
C 4.413 0.066 0.974
C 5.563 0.725 1.370
C 5.579 1.417 2.573
C 4.430 1.478 3.341
C 3.267 0.840 2.932
C 2.503 -2.564 1.548
C 1.568 -3.601 1.630
C 1.938 -4.867 2.040
C 3.261 -5.138 2.357
C 4.195 -4.122 2.283
C 3.821 -2.841 1.892
H 2.259 -8.124 -1.486
H -0.094 -7.600 -0.947
H -0.913 -5.290 -1.083
H 2.992 -3.976 -2.240
H 3.807 -6.305 -2.117
H -0.056 0.998 -4.638
H 0.094 0.220 -6.844
H 0.217 -1.977 -7.600
H 0.443 -3.951 -6.368
H 0.977 -4.179 -4.115
H -1.201 -4.230 -3.418
H -3.615 -4.278 -3.837
H -5.108 -2.800 -2.512
H -4.190 -1.394 -0.757
H -4.211 -2.010 1.408
H -6.119 -1.086 2.655
H -6.223 1.347 3.121
H -4.467 2.826 2.304
H -3.416 4.601 1.997
H -4.976 6.203 1.017
H -5.287 6.306 -1.436
H -3.905 4.866 -2.902
H -2.332 3.253 -1.919
H -1.556 1.111 3.422
H -0.764 2.007 5.575
H -0.104 4.386 5.763
H -0.186 5.843 3.769
H -0.943 4.942 1.612
H -2.655 -1.687 2.959
H -1.827 -2.076 5.213
H 0.576 -1.796 5.727
H 2.138 -1.203 3.937
H 4.394 -0.485 0.042
H 6.451 0.689 0.752
H 6.480 1.915 2.903
H 4.439 2.029 4.272
H 2.368 0.935 3.525
H 0.530 -3.408 1.386
H 1.191 -5.646 2.105
H 3.556 -6.133 2.661
H 5.227 -4.316 2.547
H 4.570 -2.064 1.874
C 1.164 3.734 -0.832
N 0.973 2.307 -1.054
C 1.853 1.686 -1.754
C 1.561 0.409 -2.361
C 2.591 -0.371 -3.019
C 2.309 -1.606 -3.470
C -0.014 -0.863 -3.520
N 0.309 0.008 -2.377
C 2.029 4.141 0.341
C 1.892 3.550 1.587
C 2.595 4.042 2.676
C 3.462 5.112 2.529
C 3.638 5.677 1.275
C 2.918 5.201 0.192
H 0.168 4.159 -0.667
H 1.580 4.192 -1.734
H 2.804 2.162 -2.003
H 3.589 0.041 -3.101
H 3.066 -2.223 -3.937
H -1.058 -1.173 -3.425
H 1.228 2.704 1.697
H 2.462 3.591 3.650
H 3.996 5.507 3.383
H 4.336 6.492 1.143
H 3.046 5.662 -0.780
Cl -5.204 0.505 -2.929
C -3.776 0.836 -3.914
Cl -3.317 -0.602 -4.852
C -2.558 1.274 -3.054
O -1.725 1.980 -3.625
O -2.545 0.903 -1.847
H -4.031 1.612 -4.628